Entry from the Open Molecules 2025 dataset: a structure of composition C31H46BrN3OP2Pt at a distorted geometry (ωB97M-V with the def2-TZVPD basis set).

CARTESIAN COORDINATES (ANGSTROEM)
N 4.0241 3.9432 -2.2448
C 4.0929 3.6801 -0.9416
C 3.2333 2.7461 -0.3475
C 2.3690 1.9952 -1.1743
C 2.3151 2.2667 -2.5499
C 3.1792 3.2807 -3.0284
C 1.7738 0.7954 -0.5327
Pt 0.2400 -0.3183 -1.1087
P -0.9468 -2.1039 -0.9646
C 2.1890 -0.5321 -1.1519
C 2.7348 -1.5978 -0.2908
C 2.7500 -2.9299 -0.7436
C 2.8897 -3.9388 0.1455
C 2.9517 -3.6476 1.6009
C 3.4054 -2.2681 1.9067
C 3.2269 -1.2810 0.9956
Br 1.2784 -3.7217 2.4972
H 1.8006 0.9156 0.5592
H 2.6423 -0.4544 -2.1477
H 3.2697 2.5695 0.7298
H 1.6282 1.7563 -3.2244
H 4.8373 4.2005 -0.3273
H 3.1819 3.5463 -4.0882
H 2.5611 -3.1214 -1.8059
H 3.3905 -0.2286 1.2283
H 2.8856 -4.9764 -0.1720
H 3.6369 -2.0135 2.9412
P -1.3291 1.4299 -1.7082
C -0.3606 -3.5995 -0.2528
C -0.0126 -4.7324 -1.0898
H -0.6527 -3.8078 0.7816
H 3.5601 -4.4246 2.0828
H 0.7052 -5.4082 -0.6186
H -0.9103 -5.3454 -1.2324
H 0.3866 -4.4683 -2.0766
C -1.5468 -2.2528 -2.6944
C -2.2528 -3.5337 -3.1095
H -0.6793 -2.0292 -3.3338
H -2.2814 -1.4437 -2.7997
H -2.1806 -3.6319 -4.1977
H -1.8153 -4.4364 -2.6854
H -3.3183 -3.4975 -2.8564
C -2.5163 -1.9462 0.0029
C -3.2066 -3.2340 0.4302
H -3.2170 -1.3539 -0.6074
H -2.2068 -1.3846 0.8984
H -4.2431 -3.0084 0.7018
H -3.2357 -3.9932 -0.3540
H -2.7250 -3.6632 1.3088
C -2.2540 1.3340 -0.1406
C -3.5400 2.1303 -0.0417
H -1.5408 1.5990 0.6576
H -2.4871 0.2805 0.0215
H -3.3403 3.1839 0.1689
H -4.1592 2.0373 -0.9407
H -4.1310 1.7314 0.7908
C -2.1680 0.9376 -3.2944
C -2.1055 1.8174 -4.5524
H -3.2135 0.7016 -3.0282
H -1.6641 -0.0039 -3.5759
H -2.7793 2.6836 -4.5008
H -1.0750 2.1490 -4.7374
H -2.4319 1.1896 -5.3962
C -1.1119 3.2396 -1.9262
C -0.4018 3.9956 -0.8107
H -2.1414 3.6269 -2.0384
H -0.5864 3.3778 -2.8856
H -0.3792 5.0551 -1.0967
H -0.9167 3.9319 0.1569
H 0.6318 3.6540 -0.6822
N 0.9991 0.8734 7.4468
C 0.0772 1.6510 6.7840
O -0.8147 2.2495 7.3705
C 0.1842 1.6508 5.2843
C 0.8397 0.6590 4.5492
C 0.7041 0.6372 3.1507
N 0.0594 1.5921 2.4681
C -0.5257 2.5822 3.1580
C -0.5296 2.6296 4.5672
H 0.9877 0.9477 8.4474
H 1.8679 0.6249 7.0189
H 1.4305 -0.1247 5.0213
H 1.1278 -0.1923 2.5803
H -1.0273 3.3627 2.5865
H -1.0874 3.4077 5.0692

Calculated values
Total charge = +2
Orbital gap (spin up / spin down) = 5.30 / 4.85 eV
LUMO energy (spin up / spin down) = -8.05 / -9.01 eV
Relative energy (zero: lowest compared OMol25 entry of this formula, charge and spin) = 3.356 eV
HOMO (spin up / spin down) = -13.3489 / -13.8583 eV
Max |F| = 4.02 eV/Å
Spin multiplicity = 3
DFT total energy = -4823.68802 a.u.
⟨S²⟩ = 2.018

These are the Mulliken partial charges, in e, on atoms 1 to 6: -0.546 -0.621 -0.074 0.835 0.071 -0.765